Below is C28H25FeN10S3 as an isolated structure, with properties calculated with the ωB97M-V functional and the def2-TZVPD basis.

Computed properties:
LUMO level (alpha / beta) in eV: -1.75 / -0.11
Largest force on an atom in eV/A: 1.78
Energy relative to the best compared isomer or geometry (same formula, charge and spin) in eV: 1.642
HOMO-LUMO gap (alpha / beta) in eV: 5.4 / 7.1
<S²>: 1.09
Molar mass in g mol⁻¹: 653.62
E in hartree: -4087.783801
2S+1: 2

Geometry (Å):
C (-2.80, 2.01, 4.08)
C (1.04, -1.16, -2.05)
C (-3.12, 0.77, 4.63)
C (3.49, -3.16, 2.66)
C (3.03, 0.75, 0.41)
C (2.83, -0.80, 2.22)
C (-0.07, 4.09, -0.91)
H (2.00, -1.98, 3.72)
Fe (-0.19, -0.19, -0.15)
N (1.70, -0.54, 1.66)
H (-2.91, -0.50, -2.10)
H (-0.07, -4.48, 2.57)
H (-3.81, -0.25, 6.40)
N (3.40, 1.67, -0.51)
C (2.99, -1.85, 3.27)
N (1.80, 0.35, 0.60)
H (0.95, 2.74, 2.55)
S (-0.52, -1.87, -1.87)
C (-2.66, 0.54, -1.95)
H (-3.97, 1.50, 6.47)
C (-4.04, 0.64, 5.81)
C (-2.01, 2.12, 2.95)
H (-1.83, 3.10, 2.54)
C (-0.40, -3.49, 2.31)
C (-1.44, 1.00, 2.31)
C (-3.24, 1.68, -2.51)
S (0.97, 0.56, -2.34)
N (4.50, -0.68, -2.07)
H (3.61, -3.92, 3.43)
C (2.22, -1.85, -1.82)
H (2.70, 1.74, -1.24)
C (1.17, 4.32, 1.12)
C (-0.61, 2.91, -0.41)
N (-1.15, -1.43, 2.41)
H (3.66, -1.50, 4.05)
C (2.20, -3.21, -1.37)
C (-0.44, -2.92, 1.05)
H (4.45, -3.03, 2.16)
C (0.83, 4.82, -0.15)
C (-1.74, -0.23, 2.91)
H (4.32, 1.51, -0.90)
H (2.34, 5.86, -1.27)
H (1.86, 4.88, 1.73)
C (-2.58, -0.34, 4.01)
H (2.78, -3.53, 1.92)
C (3.48, -1.20, -1.97)
H (-4.07, 1.74, -3.20)
N (2.21, -4.29, -0.98)
H (1.76, 6.74, 0.13)
H (0.76, 6.63, -1.32)
H (-2.82, -1.33, 4.38)
C (0.66, 3.13, 1.58)
H (-3.20, 2.91, 4.52)
N (-1.68, 0.86, -1.13)
N (-0.73, 1.11, 1.15)
C (-2.52, 2.73, -1.99)
H (-0.35, 4.43, -1.90)
S (4.15, 0.08, 1.53)
C (1.45, 6.08, -0.68)
C (-0.24, 2.38, 0.81)
N (-1.59, 2.21, -1.17)
H (-0.99, -2.48, 4.22)
H (-0.14, -3.34, 0.11)
H (-5.09, 0.56, 5.50)
C (-0.85, -2.51, 3.15)
N (-0.90, -1.66, 1.10)
H (-2.61, 3.79, -2.11)

Results of the Mulliken charge analysis, in e, for atoms 1 through 6: -1.22, 0.83, 0.39, -0.97, -0.66, 0.21

Below is a 2-piece molecular cluster, C28H25N3O4 overall, with properties calculated with the ωB97M-V functional and the def2-TZVPD basis.

Computed properties:
LUMO level in eV: -1.01
Largest force on an atom in eV/A: 2.58
Energy relative to the best compared isomer or geometry (same formula, charge and spin) in eV: 0.759
HOMO-LUMO gap in eV: 8.0
Molar mass in g mol⁻¹: 467.52
E in hartree: -1547.242250
SMILES: N#Cc1ccc(-c2cc(=O)c3ccccc3o2)cc1.CNC(=O)[C@H](Cc1ccccc1)NC(C)=O

Geometry (Å):
C (-0.63, 1.05, -1.84)
H (-1.49, -1.80, 5.72)
C (2.07, 1.32, -4.54)
H (-1.34, -2.88, 2.89)
C (5.50, 1.03, -7.00)
C (-1.49, 2.33, -3.69)
C (5.44, 1.55, -8.30)
C (-1.67, 1.77, -2.43)
C (0.80, 1.45, -3.79)
O (-0.94, 0.55, 5.84)
C (3.16, 2.25, -7.91)
H (0.21, -4.87, 6.44)
H (6.30, 1.47, -8.95)
H (4.22, 2.56, -9.76)
H (-3.44, -0.75, 5.23)
C (4.40, 0.61, -4.79)
C (0.75, 1.30, 4.35)
O (5.39, 0.08, -4.30)
C (-3.56, -0.61, 4.16)
C (-4.43, 0.39, 3.70)
C (-0.06, -3.33, 5.24)
C (0.59, 0.89, -2.51)
H (-2.49, -3.93, 6.59)
H (-2.29, 2.89, -4.16)
H (6.42, 0.56, -6.64)
H (-1.48, -3.00, 7.72)
H (-5.27, 1.37, 1.96)
C (-3.89, -0.19, 1.40)
C (-4.60, 0.60, 2.32)
N (-0.09, -0.97, 4.41)
H (0.60, -1.15, 3.70)
C (3.21, 1.73, -6.61)
H (-2.48, -1.80, 1.15)
C (4.27, 2.16, -8.75)
C (-3.01, -1.19, 1.86)
N (-3.95, 2.09, -1.22)
H (1.77, 0.93, 4.36)
C (-0.92, -2.11, 4.84)
H (-0.17, 2.63, -5.34)
C (-2.92, 1.94, -1.75)
N (-0.41, -4.10, 6.27)
C (3.19, 0.72, -4.01)
H (-4.98, 1.00, 4.41)
H (0.68, 2.20, 4.95)
C (-1.56, -3.94, 7.16)
H (-4.03, -0.05, 0.34)
O (0.91, -3.64, 4.57)
C (4.39, 1.13, -6.15)
H (1.37, 0.31, -2.01)
O (2.08, 1.84, -5.83)
H (2.25, 2.72, -8.25)
C (-0.17, 0.25, 4.92)
C (-2.84, -1.39, 3.25)
H (-0.76, 0.61, -0.86)
C (-1.91, -2.49, 3.74)
H (3.23, 0.31, -3.01)
H (0.45, 1.52, 3.32)
C (-0.27, 2.17, -4.36)
H (-2.53, -3.31, 4.10)
H (-1.59, -4.77, 7.87)

Results of the Mulliken charge analysis, in e, for atoms 1 through 6: -0.92, 0.43, 0.92, 0.44, -0.49, -0.83

Below is C28H25N3O4ReS2 as an isolated structure, with properties calculated with the ωB97M-V functional and the def2-TZVPD basis.

Computed properties:
LUMO level (alpha / beta) in eV: -13.81 / -13.64
Largest force on an atom in eV/A: 0.28
Energy relative to the best compared isomer or geometry (same formula, charge and spin) in eV: 0.000
Charge: +4
HOMO-LUMO gap (alpha / beta) in eV: 6.3 / 6.4
<S²>: 0.75
Molar mass in g mol⁻¹: 717.87
E in hartree: -2420.216248
2S+1: 2

Geometry (Å):
C (1.58, -1.18, 1.20)
H (-3.77, 0.40, 2.96)
C (-3.32, 0.71, 2.02)
C (-1.17, 0.07, 4.25)
C (-0.83, 2.46, 4.71)
S (-2.11, 1.98, 2.49)
C (0.40, 2.92, -1.93)
C (3.95, -0.93, 0.95)
H (3.01, -2.48, 2.10)
H (-1.74, -0.53, 1.06)
H (-0.66, 3.10, -2.05)
C (-2.51, -1.96, -4.16)
C (1.35, 3.72, -2.58)
C (-2.86, -0.49, 1.17)
C (-0.78, -3.55, -3.40)
H (-1.59, -4.08, -6.63)
H (-0.95, 3.50, 4.42)
H (-0.12, -4.96, -4.86)
C (2.69, 3.48, -2.40)
N (6.22, 0.78, -0.23)
H (-4.71, -0.55, 0.09)
O (6.99, 1.22, -1.03)
H (-0.52, -1.26, 5.79)
H (-3.02, -1.41, 1.74)
C (2.43, 0.56, -0.13)
H (-4.07, 1.28, 1.48)
C (-3.40, -1.67, -1.10)
O (-1.15, -0.33, -1.54)
H (-0.15, -3.93, -2.61)
C (-2.46, -2.54, -5.41)
O (6.47, 0.17, 0.79)
H (-3.09, -2.16, -6.20)
H (1.00, 4.54, -3.20)
C (-0.59, -0.23, 5.46)
H (-3.68, -2.64, -0.68)
H (5.27, 2.62, -1.76)
H (-1.57, -0.72, 3.63)
C (-0.25, 2.13, 5.93)
H (0.09, 2.92, 6.59)
N (1.35, -0.12, 0.40)
C (-1.67, -2.48, -3.15)
C (2.11, 1.65, -0.97)
O (-1.10, 1.85, 1.15)
Re (-0.44, 0.65, -0.11)
C (2.86, -1.61, 1.48)
N (0.77, 1.90, -1.15)
C (-3.64, -0.51, -0.15)
C (-1.28, 1.42, 3.88)
C (4.47, 2.06, -1.31)
C (3.10, 2.41, -1.57)
C (-0.14, 0.80, 6.30)
H (0.29, 0.55, 7.26)
H (4.96, -1.27, 1.17)
H (3.43, 4.10, -2.89)
H (0.71, -1.69, 1.60)
C (3.75, 0.21, 0.13)
C (-1.60, -3.62, -5.65)
H (-3.17, -1.12, -3.98)
C (-0.77, -4.12, -4.66)
S (-1.67, -1.94, -1.54)
C (4.77, 1.02, -0.49)
H (-3.51, 0.44, -0.68)
H (-3.97, -1.52, -2.01)

Results of the Mulliken charge analysis, in e, for atoms 1 through 6: 0.02, 0.55, -0.93, 0.09, -0.52, 0.14

Below is a 2-piece molecular cluster, C28H25NO2 overall, with properties calculated with the ωB97M-V functional and the def2-TZVPD basis.

Computed properties:
LUMO level in eV: -2.48
Largest force on an atom in eV/A: 3.18
HOMO-LUMO gap in eV: 3.6
Molar mass in g mol⁻¹: 407.51
E in hartree: -1287.085772

Geometry (Å):
H (6.13, 4.00, 2.42)
H (-4.41, 0.73, 0.53)
H (-0.70, 1.16, -4.74)
C (5.37, 3.92, 1.63)
H (-5.28, -4.35, 0.32)
C (2.10, 0.54, 1.24)
H (-4.04, 0.92, -1.97)
C (3.99, 2.01, 0.85)
C (-3.46, 0.77, 1.05)
H (-4.27, 0.77, 3.05)
C (-2.60, -4.72, -0.56)
H (-3.41, -5.46, -0.59)
H (0.81, -4.51, -0.46)
C (-1.25, -5.11, -0.55)
C (3.33, 2.54, -0.29)
H (7.16, 1.91, 1.75)
O (-4.15, -2.81, -0.56)
C (-0.47, -2.74, -0.41)
H (0.91, 0.84, -2.83)
H (-6.14, -3.05, -0.56)
H (3.90, 0.55, 2.43)
C (-2.46, 1.09, -3.48)
C (-2.29, 0.84, 0.31)
C (-2.97, 0.97, -2.18)
C (-1.07, 1.08, -3.72)
C (-3.36, 0.78, 2.45)
C (-0.16, 0.94, -2.66)
H (1.63, -0.27, 1.79)
N (5.23, 2.52, 1.26)
H (-1.03, -6.18, -0.59)
C (3.37, 0.96, 1.57)
C (-2.10, 0.79, 3.08)
C (1.41, 1.10, 0.15)
H (5.68, 4.54, 0.78)
C (0.03, 0.79, -0.08)
C (-5.28, -3.71, -0.57)
H (-5.28, -4.33, -1.47)
C (-2.07, 0.94, -1.13)
C (-1.86, -2.41, -0.52)
H (6.94, 2.34, 0.03)
H (-3.15, 1.19, -4.32)
O (0.41, -1.85, -0.27)
H (1.61, 2.45, -1.55)
H (3.83, 3.32, -0.86)
C (-0.91, 0.78, 2.34)
C (2.09, 2.05, -0.66)
C (-0.23, -4.19, -0.48)
C (6.46, 1.86, 0.90)
H (-2.14, -1.37, -0.55)
C (-2.89, -3.34, -0.55)
C (-0.65, 0.91, -1.36)
H (0.06, 0.77, 2.82)
H (6.26, 0.81, 0.66)
C (-0.99, 0.77, 0.95)
H (-2.05, 0.82, 4.17)
H (4.41, 4.29, 2.01)

Results of the Mulliken charge analysis, in e, for atoms 1 through 6: 0.34, 0.45, 0.40, -1.01, 0.37, -0.64